(1)
ORCA calculation (ωB97M-V/def2-TZVPD) on one molecule with the formula C24H25N5.

Last column: Löwdin charge in e.
Positions of all 54 atoms, in Å:
C -0.448 -1.638 2.203  -0.01
C 0.799 -1.459 1.411  -0.23
N 1.870 -2.290 1.635  0.13
C 2.892 -1.959 0.793  -0.20
C 4.158 -2.511 0.652  -0.03
C 4.988 -1.965 -0.304  -0.10
C 4.566 -0.902 -1.106  -0.10
C 3.311 -0.352 -0.971  -0.02
C 2.454 -0.875 -0.003  -0.12
C 1.115 -0.580 0.408  -0.10
C 0.246 0.532 -0.109  -0.22
C 0.870 1.825 0.370  -0.16
C 1.619 2.652 -0.458  -0.02
C 2.193 3.792 0.080  -0.14
N 2.068 4.149 1.347  0.05
C 1.354 3.363 2.136  -0.15
C 0.739 2.201 1.703  -0.01
N 0.134 0.525 -1.566  -0.12
C -0.860 1.468 -2.065  -0.14
C -2.198 0.774 -2.407  -0.13
N -2.400 -0.359 -1.541  -0.08
C -3.182 -0.366 -0.431  -0.30
C -3.955 0.739 -0.020  -0.01
C -4.749 0.615 1.096  -0.08
C -4.770 -0.585 1.800  -0.09
C -3.964 -1.605 1.334  -0.17
N -3.195 -1.511 0.264  0.10
C -1.425 -1.410 -1.759  -0.11
C -0.073 -0.781 -2.158  -0.14
H -1.015 -0.713 2.259  0.07
H -0.210 -1.960 3.216  0.08
H -1.092 -2.390 1.745  0.07
H 1.892 -3.023 2.323  0.16
H 4.477 -3.338 1.269  0.11
H 5.980 -2.368 -0.441  0.10
H 5.244 -0.507 -1.848  0.10
H 2.987 0.459 -1.603  0.10
H -0.742 0.436 0.374  0.14
H 1.742 2.410 -1.500  0.10
H 2.783 4.460 -0.534  0.10
H 1.272 3.686 3.166  0.10
H 0.169 1.595 2.391  0.11
H -1.018 2.244 -1.314  0.12
H -0.464 1.947 -2.969  0.12
H -2.171 0.397 -3.436  0.12
H -3.026 1.476 -2.337  0.11
H -3.926 1.675 -0.553  0.09
H -5.347 1.453 1.427  0.11
H -5.384 -0.713 2.676  0.09
H -3.923 -2.562 1.840  0.11
H -1.775 -2.089 -2.547  0.13
H -1.336 -1.975 -0.832  0.10
H 0.743 -1.441 -1.864  0.12
H -0.019 -0.645 -3.242  0.12

2S+1 = 1
Orbital gap = 8.47 eV
SMILES = Cc1[nH]c2ccccc2c1[C@@H](c1ccncc1)N1CCN(c2ccccn2)CC1
Energy above the lowest of the compared OMol25 structures with the same formula, charge and spin = 3.32 kJ/mol

***

(2)
ORCA calculation (ωB97M-V/def2-TZVPD) on one molecule with the formula C22H24N4O at a distorted geometry.

Last column: Löwdin charge in e.
Positions of all 51 atoms, in Å:
C 5.603 -5.137 0.870  -0.11
C 5.175 -4.395 -0.389  -0.26
C 3.759 -3.831 -0.264  -0.13
C 3.718 -2.633 0.674  -0.45
O 4.722 -2.128 1.135  0.06
N 2.484 -2.157 0.992  -0.06
C 1.220 -2.541 0.414  -0.13
C 0.651 -1.359 -0.380  -0.13
N 0.491 -0.228 0.512  -0.08
C -0.443 0.747 0.257  -0.23
N -0.026 1.995 0.303  0.08
N -0.831 3.001 0.052  0.09
C -2.075 2.812 -0.307  -0.19
C -2.842 4.026 -0.627  -0.18
C -4.053 4.305 0.001  -0.05
C -4.745 5.462 -0.305  -0.08
C -4.239 6.353 -1.237  -0.09
C -3.024 6.092 -1.849  -0.08
C -2.325 4.939 -1.542  -0.03
C -2.662 1.505 -0.334  -0.08
C -4.002 1.248 -0.679  -0.02
C -4.516 -0.015 -0.556  -0.06
C -3.726 -1.053 -0.048  -0.07
C -2.402 -0.843 0.237  -0.03
C -1.827 0.424 0.039  -0.07
C 1.776 0.188 1.044  -0.14
C 2.369 -0.980 1.833  -0.11
H 4.927 -5.965 1.080  0.07
H 5.599 -4.458 1.718  0.07
H 6.607 -5.535 0.752  0.07
H 5.213 -5.072 -1.246  0.10
H 5.866 -3.570 -0.571  0.11
H 3.090 -4.610 0.107  0.12
H 3.407 -3.507 -1.247  0.12
H 1.328 -3.405 -0.236  0.11
H 0.528 -2.795 1.228  0.13
H -0.297 -1.623 -0.846  0.11
H 1.365 -1.100 -1.179  0.14
H -4.438 3.628 0.750  0.12
H -5.683 5.672 0.189  0.10
H -4.785 7.253 -1.477  0.10
H -2.619 6.791 -2.566  0.10
H -1.374 4.731 -2.007  0.11
H -4.616 2.058 -1.041  0.11
H -5.544 -0.211 -0.824  0.11
H -4.166 -2.027 0.112  0.11
H -1.807 -1.641 0.653  0.11
H 1.621 1.051 1.690  0.12
H 2.461 0.480 0.237  0.13
H 3.367 -0.730 2.193  0.12
H 1.719 -1.216 2.683  0.13

2S+1 = 1
Orbital gap = 8.25 eV
SMILES = CCCC(=O)N1CCN(c2nnc(-c3ccccc3)c3ccccc23)CC1
Energy above the lowest of the compared OMol25 structures with the same formula, charge and spin = 36.86 kJ/mol

***

(3)
ORCA calculation (ωB97M-V/def2-TZVPD) on C30H45AlNO2P2S2 as an isolated structure at a distorted geometry.

Last column: Löwdin charge in e.
Positions of all 83 atoms, in Å:
Al 1.751 2.592 -2.326  0.46
C 0.947 -2.442 2.298  -0.15
C 0.699 -1.309 3.137  -0.19
C -1.300 -2.380 2.766  -0.18
C -0.309 -3.024 1.993  -0.21
C -0.677 -1.320 3.479  -0.21
C 2.236 -3.093 1.921  -0.11
H 3.071 -2.666 2.481  0.08
H 2.542 -3.035 0.835  -0.07
H 2.220 -4.178 2.179  0.11
C -0.515 -4.194 1.114  -0.03
H 0.363 -4.353 0.474  0.08
H -1.382 -4.039 0.459  0.05
H -0.687 -5.105 1.708  0.10
C -2.700 -2.826 2.910  -0.02
H -2.860 -3.353 3.863  0.10
H -2.968 -3.516 2.103  0.08
H -3.405 -1.991 2.863  0.05
C -1.343 -0.483 4.508  -0.04
H -1.389 -1.002 5.479  0.10
H -2.377 -0.235 4.239  0.07
H -0.808 0.457 4.672  0.07
C 1.696 -0.339 3.649  -0.05
H 2.151 -0.683 4.589  0.09
H 1.233 0.637 3.851  0.07
H 2.495 -0.187 2.912  0.07
C 2.690 2.967 -3.973  -0.19
C 3.585 2.493 -2.937  -0.20
C 4.608 3.515 -2.368  -0.14
C 3.971 4.295 -1.199  -0.14
C 2.627 3.615 -0.916  -0.19
C 1.424 4.225 -1.472  -0.23
C 1.411 5.040 -2.765  -0.16
C 2.164 4.402 -4.047  -0.16
H 4.960 4.193 -3.168  0.12
H 3.797 5.359 -1.469  0.12
H 5.474 2.973 -1.958  0.12
H 2.990 5.089 -4.315  0.12
H 2.739 2.533 -4.977  0.13
H 3.972 1.472 -2.994  0.11
H 1.390 4.372 -4.849  0.12
H 0.338 5.113 -3.069  0.12
H 0.627 4.517 -0.792  0.12
H 1.833 6.049 -2.554  0.12
H 4.579 4.188 -0.276  0.12
H 2.531 3.130 0.050  0.12
P 3.424 -1.757 -0.562  0.88
C 3.812 -2.136 -2.329  -0.39
C 4.919 -0.839 0.013  -0.37
P -2.602 1.516 -0.032  0.84
C -1.064 1.208 -0.851  -0.56
C -2.515 1.533 1.749  -0.16
C -3.736 2.810 -0.468  -0.14
H 2.937 -2.684 -2.735  0.03
H 4.730 -2.698 -2.587  0.04
H 3.843 -1.118 -2.760  0.00
H 4.509 0.143 -0.274  -0.01
H 5.852 -1.070 -0.532  0.04
H 5.077 -0.796 1.112  0.03
H -3.178 3.626 -0.947  0.07
H -4.163 3.203 0.467  0.08
H -4.555 2.448 -1.103  0.07
H -1.063 1.685 -1.851  0.03
H -0.225 1.613 -0.264  0.04
H -3.527 1.419 2.180  0.07
H -2.113 2.517 2.033  0.08
H -1.811 0.771 2.114  0.06
O -5.939 0.300 -0.218  -0.28
S -4.840 -0.476 0.308  0.76
O -4.581 -0.486 1.742  -0.31
N -3.337 0.055 -0.504  -0.31
C -2.542 -0.976 -0.888  -0.64
S -0.879 -0.603 -1.090  0.92
C -3.282 -2.193 -0.965  -0.23
C -2.871 -3.472 -1.396  -0.05
C -3.798 -4.522 -1.360  -0.06
C -5.098 -4.309 -0.880  -0.08
C -5.509 -3.064 -0.398  -0.04
C -4.582 -2.028 -0.449  -0.26
H -1.865 -3.597 -1.784  0.11
H -3.509 -5.499 -1.737  0.11
H -5.808 -5.131 -0.873  0.10
H -6.501 -2.871 0.013  0.13

Net charge = +1
2S+1 = 1
Orbital gap (alpha / beta) = 3.02 / 2.91 eV